Formula: C6H10O
Source: the OMol25 dataset
Level of theory: the ωB97M-V functional and the def2-TZVPD basis

The geometry in XYZ format:
```
17
Properties=species:S:1:pos:R:3
C -0.332 0.660 -0.821
H 2.342 -0.316 -0.851
C -1.402 1.547 -0.193
H 1.209 -1.633 -1.239
H -0.957 2.210 0.553
C 1.580 -0.990 -0.435
H -1.778 -2.723 1.784
C -0.437 -1.119 0.897
O 1.037 0.689 1.196
H -2.171 0.949 0.308
H 1.833 1.053 0.778
C 0.460 -0.167 0.213
H -1.891 2.163 -0.954
C -1.153 -1.967 1.361
H 0.390 1.277 -1.376
H -0.785 -0.023 -1.550
H 2.054 -1.611 0.330
```

Calculated values
E_LUMO	0.9396	eV
M	98.14	g mol⁻¹
DFT total energy	-309.7869	a.u.
strongest force on any atom	0.5	eV/Å
net charge	0
highest occupied orbital energy	-10.0	eV
frontier orbital gap	0.401	Ha

Formula: C6H10O
Source: the OMol25 dataset
Level of theory: the ωB97M-V functional and the def2-TZVPD basis

The geometry in XYZ format:
```
17
Properties=species:S:1:pos:R:3
O -1.411 -0.968 -0.758
H 1.583 -1.317 0.048
H -0.740 -1.028 1.173
H 1.232 1.386 1.473
C -0.554 -0.424 0.272
H -0.458 1.585 -0.380
H 1.453 -1.050 -2.494
H -0.022 2.554 1.909
H 0.251 0.316 -2.211
C 0.163 1.499 1.694
C -0.718 1.041 0.536
H -1.774 1.225 0.745
H -0.051 0.930 2.607
H -0.035 -2.614 -0.978
C 0.719 -0.867 -0.426
C 0.652 -0.641 -1.892
C -0.290 -1.627 -1.316
```

Calculated values
E_LUMO	1.1414	eV
M	98.14	g mol⁻¹
DFT total energy	-309.7509	a.u.
strongest force on any atom	1.9	eV/Å
net charge	0
highest occupied orbital energy	-9.0	eV
frontier orbital gap	0.373	Ha

Formula: C6H10O
Source: the OMol25 dataset
Level of theory: the ωB97M-V functional and the def2-TZVPD basis

The geometry in XYZ format:
```
17
Properties=species:S:1:pos:R:3
C 0.385 0.904 0.021
H -1.396 -1.796 -1.369
C 0.696 -0.317 0.941
C 0.387 -1.225 -0.257
H 1.729 -0.363 1.293
H 0.025 2.540 1.388
H 1.348 1.296 -0.330
H -1.805 -0.948 0.209
C -0.452 2.071 0.518
H 0.006 -0.446 1.788
H -1.462 1.765 0.810
H -0.008 0.108 -2.131
H -0.546 2.838 -0.262
C -0.116 -0.057 -1.064
H 1.050 -3.027 -0.244
C -1.069 -1.126 -0.575
O 1.228 -2.216 -0.736
```

Calculated values
E_LUMO	0.9315	eV
M	98.14	g mol⁻¹
DFT total energy	-309.7915	a.u.
strongest force on any atom	0.3	eV/Å
net charge	0
highest occupied orbital energy	-9.4	eV
frontier orbital gap	0.380	Ha

Formula: C6H10O
Source: the OMol25 dataset
Level of theory: the ωB97M-V functional and the def2-TZVPD basis

The geometry in XYZ format:
```
17
Properties=species:S:1:pos:R:3
H 1.822 -1.279 0.040
C 1.988 0.845 -0.171
H 2.458 0.804 -1.162
H -0.117 -1.484 -1.395
C 1.171 -0.393 0.096
H -0.831 1.418 -0.973
C -0.148 -0.719 -0.617
H -1.676 0.919 1.354
C -0.672 -0.954 0.816
H -0.904 -1.941 1.235
C -1.204 0.403 -0.789
O 0.514 -0.364 1.381
C -1.766 0.105 0.631
H -2.795 -0.276 0.637
H 2.781 0.915 0.582
H 1.364 1.740 -0.095
H -1.925 0.168 -1.578
```

Calculated values
E_LUMO	1.1353	eV
M	98.14	g mol⁻¹
DFT total energy	-309.7925	a.u.
strongest force on any atom	0.4	eV/Å
net charge	0
highest occupied orbital energy	-9.4	eV
frontier orbital gap	0.387	Ha

Formula: C6H10O
Source: the OMol25 dataset
Level of theory: the ωB97M-V functional and the def2-TZVPD basis

The geometry in XYZ format:
```
17
Properties=species:S:1:pos:R:3
H -1.067 1.202 -2.100
C 1.078 -1.288 1.201
C -0.780 2.011 -0.013
H 0.965 -0.476 1.913
H -1.116 -1.334 0.867
H 1.880 -1.990 1.413
C -0.950 0.901 -1.056
H -0.513 2.990 -0.438
C 0.461 0.485 -0.602
C 0.786 -0.944 -0.235
H -1.721 0.173 -0.783
H -0.245 -2.837 0.292
H 1.373 -1.470 -0.988
O 0.371 1.361 0.539
C -0.176 -1.785 0.554
H 1.228 0.861 -1.297
H -1.573 2.140 0.733
```

Calculated values
E_LUMO	1.1950	eV
M	98.14	g mol⁻¹
DFT total energy	-309.7853	a.u.
strongest force on any atom	0.4	eV/Å
net charge	0
highest occupied orbital energy	-9.5	eV
frontier orbital gap	0.394	Ha

Formula: C6H10O
Source: the OMol25 dataset
Level of theory: the ωB97M-V functional and the def2-TZVPD basis

The geometry in XYZ format:
```
17
Properties=species:S:1:pos:R:3
H -0.341 -1.554 0.972
H -0.215 1.405 -2.041
H -1.084 -1.091 -2.511
O 2.205 -0.091 0.382
C 0.244 0.414 1.668
H -0.277 1.331 1.963
H -0.490 1.946 -0.308
H 0.561 -0.085 2.589
C -0.455 -1.271 -1.638
H -1.688 -0.446 1.172
H 0.579 -1.355 -1.979
H 1.791 1.824 0.863
C -0.649 -0.513 0.831
C -0.550 -0.148 -0.638
C 1.512 0.750 0.900
C -0.410 1.122 -1.013
H -0.733 -2.239 -1.213
```

Calculated values
E_LUMO	1.0413	eV
M	98.14	g mol⁻¹
DFT total energy	-309.8137	a.u.
strongest force on any atom	0.4	eV/Å
net charge	0
highest occupied orbital energy	-9.3	eV
frontier orbital gap	0.379	Ha